No. 1
Formula: C7H9N
Source: OMol25
Level of theory: ωB97M-V with the def2-TZVPD basis set

Each line ends with the Löwdin charge.
CARTESIAN COORDINATES (ANGSTROEM)
1 C 1.4495 -1.0584 1.3016  -0.100
2 C 1.1182 -0.0748 0.2031  -0.226
3 C -0.0091 2.2351 0.7089  0.019
4 C 0.6010 1.1193 0.4795  -0.129
5 H 1.7265 -0.1567 -0.6940  0.115
6 H 0.7058 -0.9932 2.0905  0.074
7 H 1.4497 -2.0724 0.9021  0.065
8 H 2.4434 -0.8689 1.7078  0.074
9 H 0.5074 3.0883 1.1298  0.059
10 H -1.0633 2.3502 0.4994  0.064
11 C -1.0126 -0.9418 -0.6032  -0.321
12 N -1.7923 -0.6861 0.4083  0.098
13 C -1.1017 -0.1496 -1.7934  -0.130
14 C -1.1420 0.5213 -2.7892  0.137
15 H -2.0997 -1.5210 0.9046  0.051
16 H -0.6614 -1.9624 -0.8361  0.122
17 H -1.1195 1.1712 -3.6196  0.025

Output
E_HOMO, eV: -8.89
Charge: 0
E_LUMO, Ha: 0.012
Structure (SMILES): [H]/N=C/C#C.C=C=CC
Largest force on an atom, eV/Å: 3.6
ΔE to the lowest compared entry with this formula, charge and spin, kcal/mol: 128.8


No. 2
Formula: C24H32N5O3S2Sn
Source: OMol25
Level of theory: ωB97M-V with the def2-TZVPD basis set

Each line ends with the Löwdin charge.
CARTESIAN COORDINATES (ANGSTROEM)
1 Sn 0.5255 -0.4366 -0.2379  0.840
2 C -3.1652 0.9166 0.0655  -0.088
3 N -2.3778 0.3001 -0.9772  -0.196
4 C -2.9015 -0.9910 -1.3889  -0.196
5 C -2.8773 -2.0797 -0.3190  -0.176
6 N -1.5679 -2.3429 0.2996  -0.207
7 C -1.5143 -1.9147 1.7000  -0.129
8 C -1.1131 -3.7057 0.2146  -0.277
9 C -2.0163 -4.7486 0.4213  -0.053
10 C -1.6199 -6.0730 0.3951  -0.111
11 C -0.2795 -6.3628 0.1794  -0.114
12 C 0.6275 -5.3380 0.0036  -0.140
13 C 0.2483 -3.9872 0.0167  -0.595
14 S 1.5364 -2.8123 -0.2110  0.521
15 C -1.9854 1.1502 -2.0515  -0.276
16 C -2.6171 2.3783 -2.2447  -0.051
17 C -2.2389 3.2425 -3.2616  -0.109
18 C -1.2231 2.8735 -4.1248  -0.111
19 C -0.5860 1.6588 -3.9384  -0.143
20 C -0.9190 0.7868 -2.9049  -0.616
21 S 0.0452 -0.6896 -2.7354  0.522
22 H -4.1823 1.1880 -0.2610  0.087
23 H -2.6659 1.8120 0.4351  0.091
24 H -3.2680 0.2270 0.8994  0.066
25 H -2.3059 -1.3330 -2.2333  0.065
26 H -3.9496 -0.8905 -1.7258  0.127
27 H -3.2154 -2.9770 -0.8402  0.113
28 H -3.6232 -1.8922 0.4650  0.112
29 H -2.2700 -2.4388 2.3044  0.093
30 H -1.6636 -0.8393 1.7755  0.050
31 H -0.5260 -2.1343 2.1053  0.079
32 H -3.0536 -4.5056 0.6162  0.105
33 H -2.3421 -6.8645 0.5495  0.090
34 H 0.0630 -7.3896 0.1507  0.093
35 H 1.6723 -5.5669 -0.1603  0.089
36 H -3.4267 2.6708 -1.5916  0.091
37 H -2.7457 4.1929 -3.3746  0.091
38 H -0.9135 3.5282 -4.9293  0.093
39 H 0.2362 1.3737 -4.5830  0.093
40 C 2.1126 2.9177 -1.7520  -0.111
41 O 0.8993 2.5522 -1.1367  -0.256
42 C 0.4042 3.5182 -0.2459  -0.198
43 C 1.0228 3.4493 1.1360  -0.192
44 O 0.3825 2.4214 1.8656  -0.167
45 C 0.9392 2.1943 3.1404  -0.196
46 C 2.2249 1.3928 3.1489  -0.224
47 O 1.9677 0.0900 2.6932  -0.241
48 C 3.1040 -0.7462 2.7988  -0.102
49 H 1.9932 3.8605 -2.3028  0.090
50 H 2.9327 3.0208 -1.0333  0.074
51 H 2.3695 2.1210 -2.4462  0.088
52 H 0.5505 4.5236 -0.6675  0.125
53 H -0.6692 3.3408 -0.1609  0.119
54 H 2.1015 3.2694 1.0588  0.120
55 H 0.8803 4.4130 1.6520  0.127
56 H 1.1188 3.1524 3.6532  0.123
57 H 0.1835 1.6455 3.7059  0.129
58 H 3.0091 1.8609 2.5368  0.120
59 H 2.5972 1.3740 4.1869  0.128
60 H 3.3300 -0.9594 3.8516  0.089
61 H 2.8741 -1.6717 2.2754  0.061
62 H 3.9821 -0.2810 2.3437  0.062
63 N 6.7656 0.2132 1.2525  0.068
64 C 5.8140 0.6067 0.7198  -0.449
65 N 4.7783 1.1810 0.1470  0.057
66 C 3.7609 0.5038 -0.2524  -0.374
67 N 2.7701 0.0505 -0.6711  0.005

Output
E_HOMO, eV: -4.26
Charge: -1
E_LUMO, Ha: 0.096
Largest force on an atom, eV/Å: 0.3
ΔE to the lowest compared entry with this formula, charge and spin, kcal/mol: 0.0


No. 3
Formula: C23H43AuN2OP3S
Source: OMol25
Level of theory: ωB97M-V with the def2-TZVPD basis set

Each line ends with the Mulliken spin population.
CARTESIAN COORDINATES (ANGSTROEM)
1 Au -1.2311 -0.4817 -0.2568  0.340
2 P 2.2852 -0.2435 -1.1823  0.068
3 P -1.0008 1.9088 0.2519  0.104
4 P -0.8655 -2.8015 -0.5892  0.095
5 H -3.6857 -0.0049 -2.4631  0.045
6 C -2.9783 -0.3087 -1.6159  -0.036
7 C -3.5449 -0.0323 -0.2854  0.001
8 H -3.9786 -0.8183 0.3727  -0.001
9 C 1.8573 0.3338 -2.8693  0.006
10 C 3.6534 0.9517 -0.8284  0.009
11 C 3.2917 -1.7186 -1.5634  0.006
12 C -2.0578 2.5205 1.5883  0.005
13 C 0.6819 2.3343 0.7555  0.000
14 C -1.3720 2.9619 -1.1865  0.010
15 C -2.2350 -3.9144 -0.2483  0.008
16 C 0.5681 -3.4403 0.3551  -0.005
17 C -0.4315 -3.1009 -2.3257  0.006
18 H -2.8111 -1.3697 -1.9264  0.023
19 H -3.6734 1.0333 0.1280  -0.006
20 H 2.7431 0.2986 -3.5135  0.001
21 H 1.4838 1.3635 -2.8171  -0.001
22 H 1.0716 -0.2998 -3.2928  0.000
23 H 4.5086 0.7367 -1.4967  0.003
24 H 3.9743 0.8337 0.2240  0.000
25 H 3.3095 1.9868 -0.9845  0.000
26 H 4.1093 -1.4414 -2.2352  0.003
27 H 2.6790 -2.4917 -2.0330  -0.001
28 H 3.7149 -2.1175 -0.6341  -0.001
29 H -1.6487 3.4859 1.9282  0.002
30 H -2.0631 1.8245 2.4412  0.001
31 H -3.0992 2.6898 1.2696  -0.002
32 H 1.3871 2.2636 -0.0877  0.001
33 H 1.0095 1.6432 1.5416  0.001
34 H 0.6872 3.3606 1.1517  0.002
35 H -1.1891 4.0236 -0.9220  0.002
36 H -2.4327 2.8553 -1.4922  -0.007
37 H -0.7254 2.6956 -2.0484  0.000
38 H -1.9944 -4.9318 -0.5841  0.002
39 H -3.1335 -3.5785 -0.7721  0.000
40 H -2.4535 -3.9469 0.8215  0.001
41 H 0.7362 -4.5133 0.1389  0.003
42 H 0.3803 -3.3160 1.4328  0.001
43 H 1.4730 -2.8558 0.0877  -0.004
44 H -0.3052 -4.1728 -2.5172  0.003
45 H 0.4945 -2.5757 -2.5799  -0.002
46 H -1.2293 -2.7230 -2.9723  0.000
47 C -5.8161 2.0010 -1.0773  0.046
48 C -5.9034 1.9113 -2.4878  0.140
49 C -5.3465 2.9279 -3.2848  -0.024
50 C -4.8287 4.0633 -2.6381  0.088
51 C -4.9800 4.2182 -1.2415  0.008
52 C -5.4168 3.1774 -0.4315  0.005
53 S -6.1302 0.4347 -0.6875  0.817
54 H -6.2612 0.8456 -2.6938  -0.006
55 H -2.1212 0.3282 -1.9804  0.027
56 H -5.3197 2.7976 -4.3835  0.000
57 H -4.3386 4.8567 -3.2429  0.002
58 H -4.7427 5.1967 -0.8130  0.002
59 H -5.4772 3.2105 0.6368  -0.001
60 N 2.5706 -0.7941 6.1787  0.000
61 C 1.2349 -0.8217 6.0252  0.000
62 O 0.4417 -0.9686 6.9727  -0.002
63 C 0.7386 -0.7255 4.6431  -0.007
64 C 1.5477 -0.8412 3.4970  0.012
65 C 0.9965 -0.7690 2.2237  -0.028
66 N -0.3322 -0.6491 2.0120  0.193
67 C -1.1399 -0.5465 3.0775  -0.010
68 C -0.6475 -0.5636 4.3982  0.019
69 H 2.9080 -0.7625 7.1224  0.000
70 H 3.1835 -0.3792 5.4801  0.000
71 H 2.6298 -1.0058 3.5520  0.000
72 H 1.6336 -0.8187 1.3127  0.021
73 H -2.2326 -0.4413 2.8882  0.010
74 H -1.3512 -0.4554 5.1975  0.003

Output
E_HOMO (alpha / beta), eV: -16.48 / -16.56
Spin multiplicity: 3
Charge: +3
E_LUMO (alpha / beta), Ha: -0.400 / -0.416
Expectation value of S²: 2.04
Largest force on an atom, eV/Å: 4.4
ΔE to the lowest compared entry with this formula, charge and spin, kcal/mol: 113.3


No. 4
Formula: C19H28AlIO2
Source: OMol25
Level of theory: ωB97M-V with the def2-TZVPD basis set

Each line ends with the Löwdin charge.
CARTESIAN COORDINATES (ANGSTROEM)
1 O -2.6771 2.4816 -2.1961  -0.104
2 C -2.4989 2.6461 -3.6384  -0.159
3 C -3.3167 3.9345 -3.7136  -0.076
4 H -2.9467 1.8122 -4.1892  0.116
5 H -1.4424 2.7816 -3.8896  0.114
6 C -3.4999 3.6879 -2.1809  -0.580
7 H -4.2445 3.8596 -4.2848  0.110
8 H -2.7393 4.8329 -3.9397  0.111
9 C -4.9509 3.4249 -1.8160  -0.029
10 H -5.4051 2.6753 -2.4787  0.090
11 H -5.5209 4.3619 -1.9116  0.093
12 H -5.0268 3.1004 -0.7697  0.088
13 C -2.9072 4.7847 -1.3157  -0.028
14 H -1.8733 5.0094 -1.6107  0.090
15 H -2.9435 4.4849 -0.2592  0.088
16 H -3.5124 5.6971 -1.4241  0.092
17 Al 1.7721 -2.6568 1.2117  -0.089
18 C 4.2113 -1.8388 2.8641  -0.165
19 C 4.4723 -2.6114 1.7072  -0.170
20 C 3.9348 -1.8973 0.5687  -0.258
21 H 5.0330 -3.5438 1.6664  0.097
22 C 3.4501 -0.6223 1.0616  -0.172
23 C 3.5768 -0.6273 2.4731  -0.163
24 H 3.2498 0.1685 3.1386  0.096
25 H 4.4597 -2.1252 3.8803  0.096
26 H 4.1555 -2.1138 -0.4765  0.091
27 H 3.1717 0.2253 0.4348  0.099
28 C 1.6584 -3.9069 3.7234  -0.119
29 C 1.4774 -2.5433 4.0390  -0.119
30 C 0.5487 -1.9761 3.1278  -0.137
31 H 1.9550 -2.0084 4.8607  0.112
32 C 0.0810 -3.0369 2.2487  -0.237
33 C 0.7596 -4.2595 2.6810  -0.240
34 H 0.4754 -5.2709 2.3918  0.084
35 H 2.3347 -4.5919 4.2305  0.111
36 H 0.1079 -0.9763 3.1875  0.109
37 H -0.8380 -3.0030 1.6656  0.126
38 O 0.8450 -1.3874 0.1357  -0.242
39 C 0.1461 -0.0889 0.5096  -0.087
40 C -0.0043 0.6092 -0.8263  -0.146
41 H 0.7689 0.4499 1.2401  0.126
42 H -0.8228 -0.3504 0.9566  0.131
43 C -0.0960 -0.5292 -1.8481  -0.148
44 H 0.9068 1.1953 -1.0083  0.123
45 H -0.8621 1.2872 -0.8760  0.107
46 C 0.8789 -1.5780 -1.3601  -0.124
47 H 0.1069 -0.2174 -2.8758  0.123
48 H -1.1050 -0.9600 -1.8132  0.126
49 H 1.9135 -1.4037 -1.6837  0.129
50 H 0.5840 -2.6147 -1.5794  0.090
51 I 2.1987 -4.7711 -0.0388  0.624

Output
E_HOMO, eV: -7.20
Charge: 0
E_LUMO, Ha: 0.013
Largest force on an atom, eV/Å: 2.0
ΔE to the lowest compared entry with this formula, charge and spin, kcal/mol: 0.0